(1)
{
  "formula": "C5H10O",
  "method": "the ωB97M-V functional and the def2-TZVPD basis",
  "elements": ["O", "C", "C", "C", "C", "C", "H", "H", "H", "H", "H", "H", "H", "H", "H", "H"],
  "xyz": [[1.6900, 1.1110, 1.9320], [-1.3513, 0.6114, -1.2913], [-0.4867, -0.0348, -0.2513], [0.7955, -0.4583, -0.8090], [1.2360, -1.7074, -0.4459], [-0.9402, -0.1072, 0.9842], [-1.0450, 0.0662, -2.2815], [-0.3042, -0.3723, 1.7914], [2.0921, -2.0284, -0.5940], [-1.3838, 1.6464, -1.3430], [0.8811, 0.9332, 2.3944], [0.6036, -2.3626, 0.0661], [-1.7926, 0.5451, 1.2502], [1.2599, 1.4361, 1.0930], [-2.3997, 0.3664, -1.0705], [1.1452, 0.3549, -1.4246]],
  "forces_ev_per_a": [[-0.4, 1.0, -1.7], [-0.7, -3.4, -1.7], [-0.8, 0.8, -1.1], [-0.5, -2.8, 2.2], [-6.7, 5.9, -0.2], [-0.2, 1.5, 0.8], [-0.9, 1.6, 1.4], [0.2, -0.8, 0.5], [8.1, -2.9, -2.0], [0.7, 2.1, -0.3], [-0.4, -0.3, 0.9], [-1.1, -0.5, 0.9], [0.1, -1.0, -0.2], [1.1, -0.4, 1.0], [0.2, -0.2, -0.3], [1.2, -0.4, -0.3]],
  "e_above_lowest_ev": 3.108,
  "total_charge": 0,
  "smiles": "C=CC(=C)C.O"
}


(2)
{
  "formula": "C12H33N2O4Zn",
  "method": "the ωB97M-V functional and the def2-TZVPD basis",
  "elements": ["Zn", "O", "O", "O", "O", "N", "N", "C", "C", "C", "C", "C", "C", "C", "C", "C", "C", "C", "C", "H", "H", "H", "H", "H", "H", "H", "H", "H", "H", "H", "H", "H", "H", "H", "H", "H", "H", "H", "H", "H", "H", "H", "H", "H", "H", "H", "H", "H", "H", "H", "H", "H"],
  "xyz": [[-0.2055, -0.4120, 0.1988], [-1.3679, 1.3198, -1.1294], [2.2362, 2.7365, 0.0284], [1.6331, -1.2712, 1.1946], [-1.0057, -2.0343, -0.0754], [-0.4131, 1.2181, 1.3540], [1.1622, -0.5295, -1.4340], [2.1240, -1.6236, -1.1266], [3.3227, -1.7206, -2.1906], [1.6116, -2.6079, 1.8067], [-2.3702, -2.4172, -0.0409], [-1.7263, 1.8569, 1.1525], [-1.7474, 1.4987, -2.4482], [-2.8936, -2.7325, 1.3230], [3.5495, 2.6007, 0.4797], [2.6749, -1.3061, 0.2532], [-1.7716, 2.3637, -0.2743], [-3.3585, -1.4335, -0.7621], [-1.8212, 3.1329, 2.0427], [-1.1434, 2.3816, -2.7895], [2.6017, -2.8567, 2.2328], [-4.4105, -1.7398, -0.5858], [0.8861, -2.5996, 2.5811], [-3.2323, -1.2732, -1.8612], [0.5858, -0.6854, -2.2567], [3.4237, -2.1098, 0.4646], [2.2167, 3.4121, -0.6736], [-1.7783, 2.8796, 3.0967], [-2.4933, 1.1707, 1.3797], [3.2029, -0.3835, 0.1954], [-3.3318, -0.4894, -0.2548], [1.6022, -2.5258, -1.0590], [2.9139, -2.0244, -3.1824], [1.2786, -3.3234, 1.0833], [3.5647, 2.0021, 1.4141], [-2.4639, -3.3532, -0.6309], [-2.9748, -1.7497, 1.8696], [-2.7893, 2.6848, -0.4852], [-1.0065, 3.8782, 1.8298], [4.0267, -2.4925, -1.9430], [3.9459, -0.8709, -2.4192], [-1.0354, 3.1783, -0.3986], [-2.7970, 3.6062, 1.8864], [4.0585, 3.5192, 0.7853], [-3.9912, -3.0258, 1.2155], [1.7104, 0.3627, -1.5499], [0.3486, 1.9212, 1.1770], [-1.4887, 0.6086, -2.9809], [-0.2038, 0.9246, 2.3378], [-2.2236, -3.3558, 1.9043], [4.1752, 2.0417, -0.1869], [-2.8113, 1.6483, -2.5479]],
  "forces_ev_per_a": [[0.1, -0.1, -0.5], [-0.2, -1.0, 1.4], [-0.9, 0.6, -0.7], [0.6, -1.1, 1.0], [-1.0, -0.3, 0.1], [1.8, 0.0, 1.0], [0.8, 1.2, 0.3], [2.3, 2.2, -1.3], [-1.9, -0.8, -0.5], [0.2, 0.8, 0.2], [-0.2, -0.4, -2.1], [1.6, 2.8, 0.7], [1.0, 1.3, -0.6], [-1.6, 1.9, 0.6], [1.1, -0.6, 1.9], [0.7, -1.4, -1.3], [0.5, -0.5, 0.0], [-0.3, -0.6, 0.1], [-0.1, -0.1, -0.2], [-0.8, -0.6, -0.5], [-0.5, 0.2, -0.3], [0.6, -0.2, -0.3], [-0.6, 0.2, 0.7], [0.2, -0.3, 0.9], [0.3, -0.1, 0.0], [-0.5, 0.7, 0.2], [0.0, -0.4, 0.4], [0.1, -0.1, 0.2], [-0.9, -0.9, 0.1], [0.3, 1.0, 0.3], [0.3, 0.9, 0.2], [-0.9, -1.4, -0.3], [0.1, 0.2, 0.7], [0.0, -0.5, -0.5], [-0.4, 0.2, -0.4], [0.3, 0.2, 0.2], [0.2, -0.7, -0.1], [0.0, 0.2, -0.2], [-0.7, -0.8, 0.0], [0.2, -0.6, 0.4], [-0.2, 0.9, 0.5], [-0.5, 0.1, 0.1], [0.2, 0.1, 0.0], [-0.3, 0.2, -0.4], [1.6, -0.4, 0.5], [-0.9, -1.1, -0.1], [-0.8, -0.7, -0.1], [0.3, -0.4, -0.5], [-0.8, 0.4, -0.9], [-0.3, -0.5, 0.0], [0.4, -0.1, -0.8], [-0.4, 0.3, -0.1]],
  "e_above_lowest_ev": 0.000,
  "total_charge": 1
}


(3)
{
  "formula": "C17H33F3NO11S",
  "method": "the ωB97M-V functional and the def2-TZVPD basis",
  "elements": ["S", "F", "F", "F", "O", "O", "O", "O", "O", "O", "O", "O", "O", "O", "O", "N", "C", "C", "C", "C", "C", "C", "C", "C", "C", "C", "C", "C", "C", "C", "C", "C", "C", "H", "H", "H", "H", "H", "H", "H", "H", "H", "H", "H", "H", "H", "H", "H", "H", "H", "H", "H", "H", "H", "H", "H", "H", "H", "H", "H", "H", "H", "H", "H", "H", "H"],
  "xyz": [[0.9144, 1.6275, 0.9356], [3.1094, 1.1367, -0.5061], [1.9356, -0.5945, -0.0274], [1.2765, 0.7535, -1.5754], [1.9123, 1.7074, 1.9822], [-1.7639, 3.1701, 0.4892], [5.4299, 3.2845, -4.9388], [-2.1307, -0.0622, -2.2731], [6.9222, 3.5819, -3.3604], [2.6400, -3.0007, 5.0398], [-6.8442, -2.7120, -2.3392], [-0.1819, 0.7005, 1.1638], [-3.2100, 2.0007, -0.9511], [-4.6945, -2.5052, -1.9401], [1.3363, -4.4411, 4.0219], [0.5881, 2.9920, 0.3182], [1.8581, 0.6940, -0.3668], [-3.2281, 0.7900, -0.1976], [-0.6523, 3.0757, -0.4037], [-5.7493, -2.9377, -1.5750], [3.5714, -1.9132, 5.0033], [2.0570, -2.6083, 2.6786], [-2.5373, -0.3751, -0.9520], [-8.9174, -2.5395, -1.0602], [1.9916, -3.4372, 3.9351], [-8.1078, -3.3186, -2.0770], [4.9325, 2.1967, -2.8781], [5.7475, 3.0692, -3.8015], [-3.0003, 3.1329, -0.1469], [7.9788, 2.2335, -1.6151], [7.3088, 3.5408, -1.9848], [2.8913, -0.5631, 5.1065], [-5.8993, -3.6535, -0.2505], [-1.2843, 0.3964, -2.2302], [-4.2837, 0.5145, -0.0589], [6.4585, 3.7605, -1.3388], [-8.4210, -2.5091, -0.0904], [2.9671, -2.0252, 2.5762], [1.9859, -3.2673, 1.8175], [4.2158, -2.0780, 5.8666], [8.3147, 2.2603, -0.5781], [-4.9817, -4.2048, -0.0639], [8.8409, 2.0594, -2.2597], [5.1970, 1.1552, -3.0576], [5.0569, 2.4168, -1.8225], [-8.6195, -3.3181, -3.0385], [-3.1678, 4.0053, -0.7941], [4.2054, -1.9814, 4.1186], [-6.0212, -2.9058, 0.5326], [3.6345, 0.2338, 5.1367], [1.2054, -1.9271, 2.6645], [-3.2419, -1.2053, -1.0342], [-0.7919, 2.2451, -1.1024], [-6.7299, -4.3537, -0.2063], [-9.0472, -1.5110, -1.3962], [3.8814, 2.3336, -3.1169], [2.2300, -0.3730, 4.2616], [-9.9006, -2.9932, -0.9291], [2.2901, -0.5176, 6.0152], [-1.6808, -0.7243, -0.3676], [-7.9825, -4.3633, -1.7870], [-2.7557, 0.9414, 0.7740], [8.0124, 4.3646, -1.8717], [-3.7459, 3.1579, 0.6612], [7.3006, 1.3891, -1.7332], [-0.6256, 3.9987, -1.0010]],
  "forces_ev_per_a": [[0.2, -0.2, 0.3], [0.4, 0.2, -0.2], [0.2, -0.6, 0.0], [-0.2, 0.0, -0.3], [-0.1, 0.0, -0.2], [-0.1, -0.2, 0.0], [0.0, 0.0, 0.0], [0.1, -0.1, -0.1], [0.0, 0.2, 0.0], [0.1, -0.2, 0.1], [0.0, 0.0, -0.2], [0.0, 0.1, -0.1], [0.3, 0.1, 0.1], [-0.2, -0.2, -0.1], [0.1, 0.0, 0.0], [-0.4, 0.0, 0.1], [-0.3, 0.1, 0.6], [-0.4, -0.1, -0.3], [0.5, 0.4, -0.2], [0.1, 0.1, 0.2], [0.0, 0.2, 0.0], [0.2, -0.1, -0.1], [0.2, -0.1, 0.2], [0.1, 0.1, 0.0], [-0.1, 0.2, -0.1], [-0.1, 0.0, 0.1], [-0.2, 0.3, 0.1], [0.0, -0.2, 0.0], [-0.3, 0.0, 0.2], [0.0, -0.1, -0.1], [0.0, 0.0, 0.1], [-0.2, -0.1, 0.0], [0.0, -0.3, -0.1], [-0.1, 0.0, 0.1], [0.0, 0.1, 0.2], [0.0, 0.0, 0.0], [0.0, -0.1, 0.0], [-0.1, 0.1, 0.0], [-0.2, -0.1, 0.0], [0.0, -0.1, 0.0], [0.0, 0.0, 0.0], [0.1, 0.1, 0.0], [0.0, 0.0, 0.0], [0.0, 0.0, 0.0], [0.0, -0.1, 0.0], [0.0, 0.0, 0.0], [0.2, -0.1, -0.1], [0.0, 0.0, 0.0], [0.0, 0.0, 0.0], [0.0, 0.0, 0.0], [0.0, 0.1, 0.0], [0.2, 0.2, -0.1], [-0.2, -0.1, 0.1], [-0.1, 0.1, 0.0], [0.0, 0.0, 0.0], [0.0, -0.1, -0.1], [0.1, 0.1, -0.1], [0.0, 0.0, 0.0], [0.0, 0.0, 0.0], [0.0, 0.1, 0.0], [0.0, 0.0, 0.0], [0.1, 0.0, -0.1], [0.0, 0.0, -0.1], [0.1, 0.1, 0.0], [0.0, 0.0, 0.1], [0.0, 0.0, 0.0]],
  "total_charge": -1,
  "total_energy_ha": -2247.77175
}


(4)
{
  "formula": "C14H18FN3O2S",
  "method": "the ωB97M-V functional and the def2-TZVPD basis",
  "elements": ["S", "F", "O", "O", "N", "N", "N", "C", "C", "C", "C", "C", "C", "C", "C", "C", "C", "C", "C", "C", "C", "H", "H", "H", "H", "H", "H", "H", "H", "H", "H", "H", "H", "H", "H", "H", "H", "H", "H"],
  "xyz": [[-1.4417, 1.7570, 2.0318], [6.4389, -1.1884, 0.3899], [-3.3040, -2.7574, 0.6824], [0.8879, 0.8492, -1.7301], [-1.3802, 1.7305, -0.6244], [-3.5735, -0.4363, -0.8917], [0.5614, 1.1268, 0.5046], [-3.5277, 0.8634, -1.5096], [-2.7363, -2.6740, -0.6028], [-4.1384, -0.4851, 0.4441], [2.9514, -0.4398, 0.9136], [2.6525, 0.2297, -0.2718], [4.2267, -0.9229, 1.1366], [-2.7864, 1.9938, -0.7594], [-4.4528, -1.9464, 0.7740], [5.1969, -0.7262, 0.1683], [4.9227, -0.0776, -1.0239], [1.2977, 0.7525, -0.5853], [-2.3607, -1.2294, -0.9423], [3.6424, 0.3905, -1.2404], [-0.7651, 1.5458, 0.5406], [-3.4443, -0.0917, 1.2053], [-1.9332, -1.1820, -1.9456], [3.3876, 0.8917, -2.1614], [-5.0592, 0.1007, 0.4650], [4.4754, -1.4500, 2.0439], [-0.8396, 1.5162, -1.4621], [-5.2215, -2.3142, 0.0772], [-3.4504, -3.0453, -1.3532], [-3.0758, 0.7402, -2.4981], [2.1894, -0.6236, 1.6568], [-1.8522, -3.3138, -0.5909], [-4.5617, 1.1960, -1.6463], [0.9800, 1.0605, 1.4238], [5.7012, 0.0471, -1.7593], [-3.2017, 2.1257, 0.2418], [-4.8124, -2.0423, 1.7996], [-1.6055, -0.8950, -0.2130], [-2.9231, 2.9225, -1.3228]],
  "forces_ev_per_a": [[-0.1, 0.1, 0.6], [-0.1, 0.0, 0.0], [0.1, 0.0, 0.2], [0.1, 0.0, -0.1], [0.6, -0.2, -0.2], [0.1, 0.0, 0.0], [0.1, -0.1, 0.0], [0.1, 0.3, 0.2], [0.3, 0.2, -0.3], [0.0, -0.4, 0.1], [0.0, 0.1, -0.2], [0.3, -0.1, -0.1], [0.3, 0.0, 0.0], [-0.6, -0.1, -0.1], [-0.2, 0.3, 0.1], [-0.2, 0.0, 0.0], [0.1, -0.1, 0.1], [0.0, 0.0, 0.0], [-0.1, -0.4, 0.1], [-0.2, 0.0, 0.1], [-0.3, 0.1, 0.0], [-0.1, 0.0, -0.1], [0.0, 0.0, 0.0], [0.0, 0.0, -0.1], [0.0, 0.0, 0.1], [0.0, -0.1, 0.1], [0.0, 0.0, 0.2], [0.0, 0.0, 0.1], [0.1, 0.0, 0.0], [-0.1, 0.0, -0.1], [-0.1, 0.0, 0.1], [0.0, 0.0, -0.1], [0.1, 0.1, -0.1], [-0.2, 0.1, -0.2], [0.1, 0.0, -0.1], [0.0, 0.1, -0.2], [0.0, 0.0, -0.1], [0.0, 0.0, -0.1], [0.0, 0.0, 0.1]],
  "e_above_lowest_ev": 0.000,
  "total_charge": 0,
  "smiles": "O=C(NC(=S)NCCN1CCOCC1)c1ccc(F)cc1"
}